No. 1
50
Properties=species:S:1:pos:R:3:mulliken_charge:R:1 method="wB97M-V/def2-TZVPD" spin_multiplicity=1 fmax_ev_per_a=0.04 e_lumo_ev=-0.202 smiles="CN(CCCCNC(=O)c1cc2nc(Cl)ccc2o1)C(=O)[C@](C)(O)CC(F)F" homo_lumo_gap_ev=8.913 homo_ha=-0.3350
Cl -2.619 -9.115 -0.866 -0.1871
F -0.682 6.607 0.256 -0.3094
F -0.741 7.392 -1.794 -0.2941
O -0.387 3.823 0.460 -0.4290
O 1.333 -1.998 0.686 -0.6181
O 0.873 2.930 -2.658 -0.7102
O 0.144 -4.104 -0.591 -0.4390
N -1.816 -6.914 0.271 -0.6171
N -0.281 -2.015 2.287 -0.0828
N 0.803 1.602 -0.856 0.2343
C -0.200 -3.797 0.693 0.4276
C -0.714 0.427 2.464 -0.8119
C -1.080 -7.221 -2.009 -0.3021
C -0.622 0.738 0.973 -0.2733
C -0.047 6.556 -0.976 0.3174
C 0.363 -2.516 1.207 0.4428
C -0.974 -4.749 1.262 -0.6708
C -0.389 -6.028 -2.029 -0.9518
C -1.146 -5.755 0.251 0.4889
C -1.764 -7.600 -0.841 0.2372
C 0.728 2.815 -1.447 0.0849
C 1.014 0.472 -1.757 -1.0952
C 1.895 4.516 -0.053 -1.7477
C 0.739 1.293 0.568 -1.0355
C 0.527 4.096 -0.601 1.5911
C -0.438 -5.298 -0.856 0.6014
C -0.066 5.161 -1.533 -1.1570
C 0.123 -0.768 2.917 -0.8635
H 0.043 -0.891 3.999 0.3806
H 0.949 2.184 1.151 0.3423
H -1.153 -2.435 2.560 0.2488
H 1.798 5.378 0.609 0.4349
H 0.946 6.982 -0.830 0.2943
H -1.377 1.480 0.713 0.3559
H 1.522 0.559 0.770 0.4640
H 1.176 -0.625 2.680 0.3549
H 0.198 0.394 -2.475 0.2985
H -1.106 -7.870 -2.872 0.4134
H -0.687 4.670 0.809 0.3653
H -1.354 -4.770 2.270 0.5144
H 0.155 -5.690 -2.901 0.4710
H 1.938 0.603 -2.319 0.3555
H -0.399 1.302 3.041 0.3816
H -0.838 -0.161 0.387 0.2822
H 1.071 -0.440 -1.167 0.3750
H -1.758 0.243 2.732 0.3608
H -1.100 4.896 -1.759 0.3794
H 0.486 5.165 -2.471 0.3617
H 2.345 3.706 0.519 0.3494
H 2.569 4.769 -0.874 0.3858



No. 2
46
Properties=species:S:1:pos:R:3:mulliken_charge:R:1 method="wB97M-V/def2-TZVPD" spin_multiplicity=1 fmax_ev_per_a=0.49 e_lumo_ev=0.432 smiles="COCCCN(C(=O)Nc1cccc(Cl)c1)[C@@H](C)c1ccccn1" homo_lumo_gap_ev=8.553 homo_ha=-0.2985
Cl 5.951 0.047 -0.792 -0.2333
O -0.554 -4.654 0.475 -0.3917
O 1.145 -0.967 -1.519 -0.6993
N -1.249 2.455 0.337 -0.3016
N 0.924 0.812 -0.098 0.3154
N -0.897 -0.498 -0.677 0.4158
C -1.506 3.723 0.070 -0.1791
C -2.135 1.523 0.004 0.1848
C 4.607 0.981 -0.234 0.2033
C -3.606 3.182 -0.895 -0.4381
C 3.329 0.489 -0.426 -0.7433
C 0.455 -0.265 -0.805 0.6455
C -1.446 -1.577 -1.479 -1.2174
C 3.752 2.926 0.836 -0.5607
C -1.794 0.078 0.321 -0.2487
C -2.673 4.145 -0.543 -0.7372
C 2.467 2.458 0.657 -0.6397
C -1.307 -0.099 1.763 -1.4251
C -1.627 -2.886 -0.707 -0.4107
C 2.239 1.234 0.020 0.8008
C -0.297 -3.459 -0.230 -0.4155
C -3.335 1.852 -0.617 -0.7418
C 0.616 -5.284 0.923 -0.7256
C 4.840 2.194 0.392 -0.6110
H 0.232 1.482 0.247 0.1456
H 1.623 3.033 1.009 0.3215
H -2.726 -0.489 0.226 0.5517
H 5.847 2.553 0.528 0.4208
H -4.531 3.462 -1.378 0.4247
H 3.168 -0.452 -0.924 0.6728
H -2.408 -1.253 -1.889 0.3286
H 0.220 -2.742 0.425 0.2246
H 0.361 -3.652 -1.090 0.4072
H -2.106 -3.618 -1.359 0.4360
H -2.274 -2.742 0.160 0.2046
H 1.180 -4.637 1.607 0.2906
H 1.269 -5.553 0.083 0.3009
H -0.750 -1.741 -2.304 0.5431
H -2.096 0.207 2.446 0.4851
H -0.737 4.426 0.363 0.3809
H -4.045 1.082 -0.878 0.3793
H -1.080 -1.147 1.942 0.4049
H -0.422 0.490 1.975 0.1923
H 0.306 -6.186 1.446 0.2648
H 3.913 3.874 1.328 0.3799
H -2.846 5.191 -0.740 0.3943



No. 3
46
Properties=species:S:1:pos:R:3:mulliken_charge:R:1 method="wB97M-V/def2-TZVPD" spin_multiplicity=1 charge=+1 fmax_ev_per_a=2.70 e_lumo_ev=-2.664 smiles="Cc1cc(=O)n2cc(-c3ccc(Cl)cc3)nc2n1CC[N+](C)(C)C" homo_lumo_gap_ev=7.929 homo_ha=-0.3893
Cl -0.131 5.748 6.065 -0.1881
O 4.102 -1.959 1.744 -0.6180
N 0.398 0.513 1.613 -0.3608
N -0.425 0.943 -1.991 0.1949
N 0.461 -1.366 0.047 0.3454
N 2.177 -0.733 1.635 0.0760
C 3.005 -1.772 1.235 0.2506
C -1.238 0.338 -0.883 -0.8641
C -0.442 0.203 -3.297 -0.7849
C 1.258 1.013 2.603 0.1527
C 0.290 4.388 5.102 0.3789
C 0.791 -3.463 -1.398 -1.6637
C 2.404 0.236 2.567 -0.5525
C -0.920 -1.131 -0.402 -1.1841
C 1.893 2.653 4.410 -0.4379
C -0.648 3.835 4.227 -0.6140
C 1.552 3.801 5.180 -0.7107
C 0.958 -0.555 1.096 -0.0278
C -0.328 2.717 3.500 -0.4701
C 1.262 -2.407 -0.401 1.6228
C 0.972 2.154 3.472 0.4607
C -0.866 2.370 -2.152 -0.8576
C 2.480 -2.639 0.190 -0.9073
C 0.979 1.101 -1.601 -0.9390
H -1.082 0.960 0.002 0.6093
H 3.255 0.314 3.223 0.4849
H -1.139 -1.777 -1.263 0.4917
H -1.076 2.295 2.893 0.4708
H -0.473 2.853 -3.094 0.3581
H 2.864 2.231 4.527 0.3700
H 0.485 -3.019 -2.330 0.2994
H 1.020 1.597 -0.623 0.3471
H 2.258 4.219 5.925 0.3490
H -1.649 4.242 4.151 0.3882
H 1.511 0.142 -1.509 0.3331
H -0.523 2.974 -1.344 0.4043
H -1.469 -0.079 -3.571 0.3621
H 3.119 -3.473 -0.022 0.4669
H 0.056 0.782 -4.092 0.3742
H -1.964 2.433 -2.191 0.3833
H -2.308 0.374 -1.139 0.4131
H 1.538 -4.233 -1.619 0.4001
H -0.061 -3.999 -0.980 0.3414
H 1.524 1.661 -2.383 0.4659
H 0.089 -0.769 -3.188 0.2665
H -1.615 -1.373 0.404 0.3191



No. 4
51
Properties=species:S:1:pos:R:3:mulliken_charge:R:1 method="wB97M-V/def2-TZVPD" spin_multiplicity=1 fmax_ev_per_a=0.42 e_lumo_ev=-0.515 smiles="C[C@@H]1CN(C(=O)c2cc(Cl)c3ccncc3n2)C[C@@H]1NC(=O)[C@@H](C)NS(C)(=O)=O" homo_lumo_gap_ev=8.855 homo_ha=-0.3443
Cl -2.055 1.266 4.460 -0.2369
S -3.448 -0.842 -0.526 1.1281
O -2.989 -0.382 0.754 -0.5902
O 0.067 -1.490 -4.007 -0.6663
O -0.435 2.627 -0.354 -0.6488
O -4.233 -0.007 -1.386 -0.6812
N 1.639 1.746 -0.678 0.1238
N 1.804 1.663 2.137 -0.4809
N -2.113 -1.314 -1.339 -0.3178
N 0.044 0.107 -2.402 0.0989
N 3.222 1.098 5.395 -0.6301
C 0.572 2.096 0.092 0.4464
C 3.080 1.324 4.122 -0.2197
C 1.548 1.971 -2.123 -1.2548
C 1.404 0.560 -2.670 -0.4454
C -0.599 1.667 2.246 -0.7146
C 0.638 1.770 1.565 0.4769
C 2.313 -1.694 -1.750 -1.7598
C 0.662 1.300 4.259 0.5903
C 1.821 1.438 3.474 0.0872
C -0.578 1.422 3.582 0.5737
C 2.094 0.967 6.141 -0.4098
C 2.465 -0.186 -1.838 0.5720
C 2.420 0.512 -0.457 -1.0386
C 0.830 1.057 5.639 -0.7913
C -1.988 -1.182 -2.794 0.6432
C -0.527 -0.879 -3.143 0.0988
C -2.490 -2.410 -3.527 -1.5309
C -4.357 -2.329 -0.255 -0.9717
H -0.031 0.946 6.282 0.4017
H -2.570 -0.310 -3.110 0.2878
H -1.279 -1.219 -0.779 0.3517
H -3.554 -2.549 -3.330 0.4022
H 1.927 -0.113 0.284 0.4690
H 3.974 1.433 3.516 0.4382
H 2.479 2.417 -2.477 0.4808
H -3.740 -3.009 0.326 0.3183
H 3.414 0.748 -0.082 0.1435
H -1.523 1.773 1.698 0.5489
H 1.598 0.479 -3.738 0.6410
H 3.114 -2.123 -1.147 0.4582
H 3.426 0.042 -2.308 0.4340
H 1.365 -1.963 -1.279 0.2667
H 2.253 0.781 7.196 0.3863
H -0.552 0.715 -1.856 0.2648
H -1.946 -3.297 -3.205 0.3001
H 0.719 2.633 -2.352 0.4752
H -4.620 -2.761 -1.217 0.3089
H -5.253 -2.053 0.297 0.3671
H 2.337 -2.151 -2.738 0.4234
H -2.349 -2.292 -4.599 0.3818



No. 5
56
Properties=species:S:1:pos:R:3:lowdin_spin:R:1 method="wB97M-V/def2-TZVPD" spin_multiplicity=5 charge=+1 fmax_ev_per_a=3.14 e_lumo_ev="-2.260 / -6.041" homo_lumo_gap_ev="8.803 / 4.659" homo_ha="-0.4066 / -0.3932"
Os -1.738 1.542 -0.833 2.3404
I -3.498 2.442 -2.511 0.1946
S 1.444 -0.610 -1.128 0.5729
F -4.240 -1.026 2.334 0.0007
F -3.031 -2.700 1.684 -0.0001
F -4.582 -1.931 0.388 0.0003
O -3.186 0.452 0.150 0.0389
O -1.453 -0.891 0.615 0.0531
O -1.406 -0.275 -2.191 0.1027
N 3.886 -0.176 -0.029 0.0814
N 2.816 5.580 -3.161 0.0155
N -2.337 -1.549 -3.810 0.0162
N 3.377 -2.288 -0.205 0.0679
N -0.260 2.530 -1.604 0.0237
N 3.530 2.154 -0.228 0.0143
N -0.833 1.870 1.031 0.0513
C -0.219 1.669 3.565 0.0043
C 4.931 -0.870 0.450 0.1024
C -0.909 0.405 4.104 0.0008
C 2.630 -3.519 -0.468 0.0026
C 0.741 3.108 -1.728 0.0242
C -2.800 -2.569 -2.877 0.0014
C -0.736 2.924 4.284 0.0031
C 2.899 2.836 -0.916 0.0078
C 2.018 3.594 -1.732 0.0327
C -0.564 1.788 2.141 0.0427
C -1.687 -0.483 -3.387 0.0205
C 4.610 -2.207 0.344 0.1265
C 1.306 1.555 3.687 0.0013
C 2.905 -1.027 -0.441 0.0194
C -3.644 -1.592 1.277 -0.0003
C -2.639 -0.607 0.644 0.0112
C -2.678 -1.722 -5.215 0.0020
C 2.453 4.694 -2.524 0.0032
H -2.253 -0.913 -5.804 0.0001
H 1.670 0.659 3.182 0.0000
H -2.359 -2.393 -1.901 0.0002
H -1.423 0.234 -4.170 0.0013
H 5.824 -0.399 0.825 0.0045
H 3.790 0.859 -0.069 0.0009
H -0.616 -0.477 3.534 0.0001
H -2.291 -2.673 -5.578 0.0002
H -1.994 0.499 4.062 0.0000
H -3.887 -2.536 -2.794 0.0004
H -3.761 -1.716 -5.340 0.0008
H 1.807 2.426 3.264 0.0001
H 5.177 -3.081 0.615 0.0066
H -1.815 3.026 4.168 0.0000
H -2.506 -3.553 -3.241 0.0003
H -0.613 0.267 5.144 0.0001
H 2.354 -3.565 -1.518 0.0020
H -0.509 2.834 5.346 0.0005
H 3.261 -4.366 -0.216 0.0002
H -0.255 3.824 3.902 0.0000
H 1.563 1.486 4.744 0.0002
H 1.727 -3.539 0.135 0.0019



Number 1: DFT total energy -1824.307661 Eh. Number 2: DFT total energy -1474.071613 Eh. Number 3: DFT total energy -1453.325826 Eh. Number 4: DFT total energy -2132.290870 Eh. Number 5: DFT total energy -2394.011452 Eh.